This record from the Open Molecules 2025 dataset describes C18H23N3O3S in the gas phase in a non-equilibrium geometry. The level of theory is ωB97M-V/def2-TZVPD.

Properties
- E: -1487.95035 a.u.
- 2S+1: 1
- Charge: 0
- HOMO-LUMO gap: 8.54 eV
- Relative energy (zero: lowest compared OMol25 entry of this formula, charge and spin): 26.31 kJ/mol

CARTESIAN COORDINATES (ANGSTROEM)
C 4.78149 -0.18289 -0.97839
C 4.30662 0.86995 0.01610
C 3.66683 0.24604 1.26239
C 3.17164 1.31545 2.23229
N 2.56228 -0.61160 0.88372
C 2.59528 -1.94633 0.98973
O 3.48952 -2.57803 1.50872
C 1.37396 -2.67644 0.40912
O 0.42980 -1.82676 -0.22701
C 0.65093 -1.51134 -1.51224
O 1.57495 -1.92193 -2.15752
C -0.40961 -0.54566 -2.01699
C -0.48402 0.65191 -1.13287
S 0.82934 1.81230 -1.15453
C -0.07620 2.75651 0.03753
N 0.47295 3.86808 0.58598
N -1.20382 2.24850 0.36798
C -1.45148 1.05597 -0.25862
C -2.71649 0.37682 0.01993
C -2.79704 -1.00351 0.17809
C -4.01617 -1.60517 0.43025
C -5.17892 -0.85338 0.53730
C -6.50333 -1.50820 0.78347
C -5.08800 0.52812 0.40264
C -3.87608 1.13791 0.15220
H 5.45672 -0.88448 -0.49451
H 3.94260 -0.74363 -1.38414
H 5.30477 0.28925 -1.80626
H 5.15289 1.47990 0.33706
H 3.58137 1.52881 -0.46750
H 4.39282 -0.40673 1.75801
H 2.41895 1.94151 1.75615
H 3.99788 1.94647 2.54744
H 2.73213 0.85295 3.11242
H 1.77436 -0.15998 0.44467
H 0.84316 -3.17681 1.22150
H 1.74636 -3.42434 -0.29912
H -0.13752 -0.26094 -3.03609
H -1.37882 -1.04783 -2.02810
H 1.18023 4.35018 0.05682
H -0.16029 4.44466 1.11657
H -1.90036 -1.60259 0.14261
H -4.06292 -2.67805 0.55370
H -6.37479 -2.50625 1.19499
H -7.05565 -1.59505 -0.15297
H -7.10466 -0.91687 1.47086
H -5.98056 1.13026 0.49711
H -3.81094 2.21061 0.05334

Atomic partial charges in e from the Löwdin method, atoms 1 to 6: number 1, C, carries -0.085; number 2, C, carries -0.218; number 3, C, carries -0.369; number 4, C, carries -0.039; number 5, N, carries 0.112; number 6, C, carries -0.470